No. 1
22
Properties=species:S:1:pos:R:3:mulliken_charge:R:1 method="wB97M-V/def2-TZVPD" e_homo_ev=-2.19 homo_lumo_gap_ev=5.7 multiplicity=1 lumo_ev=3.52 e_above_lowest_kcal_mol=27.9 charge=-1 smiles=CCCN(C)CC[O-]
C -1.360 -2.711 -0.037 -1.270
C -0.569 -1.670 -0.806 -0.423
C -0.182 -0.470 0.106 -0.662
N 0.748 0.406 -0.567 -0.058
C 0.029 1.307 -1.464 -1.035
C 1.460 1.252 0.472 -0.714
C 0.710 1.887 1.669 -0.123
O 1.605 2.543 2.423 -0.886
H -2.376 -2.377 0.214 0.316
H -1.419 -3.681 -0.525 0.373
H -0.927 -2.921 0.938 0.325
H 0.369 -2.121 -1.118 0.323
H -1.025 -1.362 -1.751 0.267
H 0.291 -0.919 0.980 0.536
H -1.180 -0.078 0.364 0.188
H -0.896 1.739 -1.060 0.325
H -0.196 0.797 -2.408 0.295
H 0.663 2.162 -1.680 0.380
H 1.972 2.025 -0.103 0.383
H 2.180 0.577 0.936 0.291
H 0.173 1.012 2.121 0.064
H -0.070 2.601 1.294 0.107

No. 2
57
Properties=species:S:1:pos:R:3:mulliken_charge:R:1 method="wB97M-V/def2-TZVPD" e_homo_ev="-9.66 / -8.12" homo_lumo_gap_ev="6.5 / 4.6" multiplicity=1 lumo_ev="-3.20 / -3.56" e_above_lowest_kcal_mol=21.4 charge=+1
Be -0.971 -0.678 1.189 -1.145
C -0.331 -2.186 4.907 -0.377
C -1.094 -1.670 3.813 -0.095
N -0.510 -0.897 2.889 0.181
C 0.879 -0.804 2.919 0.024
C 1.518 -1.151 4.117 -0.218
N 0.884 -1.785 5.096 -0.554
C 1.498 -0.356 1.663 0.044
C 2.822 0.132 1.491 -0.670
C 3.243 0.547 0.191 0.138
C 2.265 0.423 -0.837 -1.289
C 0.959 -0.014 -0.596 0.655
N 0.561 -0.377 0.667 0.276
C 0.198 -0.260 -1.864 0.145
C 0.445 0.474 -3.025 -0.458
N 0.134 0.085 -4.248 -0.657
C -0.466 -1.083 -4.446 -0.746
C -0.787 -1.922 -3.382 -0.215
N -0.450 -1.524 -2.099 0.570
C 4.606 1.103 0.064 0.670
C 5.584 0.816 0.975 -0.379
C 6.861 1.419 0.840 -0.285
N 7.090 2.428 0.028 -0.587
C 6.109 2.811 -0.783 -0.339
C 4.902 2.135 -0.879 -0.515
H -0.798 -2.778 5.777 0.310
H -2.158 -1.892 3.822 0.365
H 2.546 -0.827 4.260 0.352
H 3.393 0.406 2.370 0.618
H 2.447 0.586 -1.864 0.984
H 0.769 1.517 -2.921 0.520
H -0.450 -1.524 -5.415 0.439
H -1.443 -2.814 -3.418 0.474
H 5.318 0.102 1.847 0.314
H 7.670 1.009 1.466 0.341
H 6.297 3.699 -1.333 0.414
H 4.133 2.439 -1.681 0.210
F -0.793 -3.860 -1.338 -0.233
B -0.665 -2.530 -1.129 0.329
F -0.988 -2.316 0.219 -0.144
O -1.777 2.094 0.977 -0.610
C -2.583 1.197 0.707 0.285
O -2.284 -0.133 0.707 0.400
C -3.995 1.403 0.088 0.300
N -4.971 0.238 0.360 -0.110
C -5.454 -0.295 -0.913 -0.735
C -4.396 0.145 -1.947 -0.147
C -3.844 1.520 -1.396 -0.801
H -4.332 2.349 0.548 0.388
H -5.743 0.463 1.031 0.422
H -4.413 -0.443 0.910 0.335
H -6.379 0.238 -1.224 0.334
H -5.411 -1.376 -0.778 0.393
H -4.701 0.237 -3.005 0.532
H -3.616 -0.671 -1.983 -0.187
H -4.499 2.313 -1.714 0.437
H -2.830 1.840 -1.721 0.296